# 1
ORCA calculation (wB97M-V/def2-TZVPD) on a 2-piece molecular cluster, C2H3N2O2S overall.

Total energy ... -20020.085 eV
HOMO level ... -0.5319 Ha
E_LUMO ... -0.2138 hartree
Energy relative to the best compared isomer or geometry (same formula, charge and spin) ... 175.7 kJ/mol
Maximum force ... 5.81 eV/Å
Total charge ... +1
Kohn-Sham gap ... 8.656 eV

Last column: natural (NBO) charge in e.
CARTESIAN COORDINATES (ANGSTROEM)
1 C 1.5127 0.9593 -0.7304  0.08
2 C -1.8588 -0.2626 0.3486  0.89
3 N -2.9716 0.0685 0.0971  -0.68
4 N 1.5617 -0.1757 -0.1352  0.04
5 O 1.5861 -1.4438 0.0154  -0.38
6 O -0.7682 -0.6720 0.4237  -0.64
7 S 2.3839 1.2753 0.7338  0.43
8 H 1.2265 1.3668 -1.6768  0.29
9 H -3.7374 0.5906 0.1128  0.44
10 H 1.0652 -1.7065 0.8110  0.54

---

# 2
ORCA calculation (wB97M-V/def2-TZVPD) on a 5-piece molecular cluster, C30H75N5O10 overall.

Total energy ... -60242.610 eV
HOMO level ... -0.3105 Ha
E_LUMO ... 0.0225 hartree
SMILES string ... COCCNCCOC.COCCNCCOC.COCCNCCOC.COCCNCCOC.COCCNCCOC
Energy relative to the best compared isomer or geometry (same formula, charge and spin) ... 169.4 kJ/mol
Maximum force ... 2.96 eV/Å
Kohn-Sham gap ... 9.060 eV

Last column: Mulliken charge in e.
CARTESIAN COORDINATES (ANGSTROEM)
1 C -2.8866 -5.5564 -3.3548  -0.67
2 O -2.9466 -6.3783 -2.1854  -0.39
3 C -3.4412 -5.7389 -1.0131  0.20
4 C -3.6983 -6.6650 0.1216  -0.36
5 N -5.0773 -7.1705 0.0744  -0.31
6 C -5.4861 -7.9652 1.2278  -0.56
7 C -5.6296 -9.4845 1.0282  -0.49
8 O -5.3595 -10.1727 2.2319  -0.37
9 C -4.0096 -10.2761 2.5538  -0.70
10 H -2.0730 -5.8564 -4.0085  0.24
11 H -2.7841 -4.5137 -3.0481  0.27
12 H -3.8382 -5.7641 -3.8483  0.27
13 H -4.2123 -4.9937 -1.2521  0.38
14 H -2.6331 -5.0293 -0.7673  -0.29
15 H -3.4601 -6.1320 1.0490  0.39
16 H -3.0886 -7.5682 0.1321  0.21
17 H -5.8084 -6.5126 -0.1395  0.29
18 H -6.4324 -7.6113 1.6424  0.35
19 H -4.7360 -7.8351 2.0157  0.17
20 H -4.9528 -9.8892 0.2639  0.36
21 H -6.6421 -9.6965 0.6823  0.28
22 H -3.9392 -10.9821 3.3868  0.32
23 H -3.5245 -9.3983 3.0020  0.23
24 H -3.3300 -10.6488 1.7815  0.31
25 C -1.1134 -2.1691 -0.5836  -0.59
26 O -1.5160 -0.9765 -1.1975  -0.32
27 C -0.6432 0.0909 -0.9181  -0.71
28 C -0.7611 1.2499 -1.9205  -0.52
29 N -2.0852 1.8689 -1.7309  -0.22
30 C -2.1630 3.2190 -2.2134  -0.79
31 C -1.8398 3.4279 -3.7089  -0.33
32 O -2.8759 2.7060 -4.3643  -0.33
33 C -2.9096 2.7946 -5.7734  -0.78
34 H -1.2540 -3.0717 -1.1836  0.12
35 H -1.4782 -2.2655 0.4398  0.32
36 H -0.0158 -2.2510 -0.5232  0.28
37 H 0.4138 -0.1966 -1.0786  0.40
38 H -0.6779 0.3593 0.1404  0.35
39 H -0.4846 0.9678 -2.9382  0.27
40 H 0.0451 1.8776 -1.5247  0.27
41 H -2.7430 1.2286 -2.1550  0.41
42 H -1.6847 3.9565 -1.5690  0.08
43 H -3.2039 3.5543 -2.1539  0.40
44 H -0.8562 3.0873 -4.0518  0.37
45 H -1.9602 4.4788 -4.0048  0.46
46 H -1.9326 2.4950 -6.1786  0.32
47 H -3.1875 3.7954 -6.1038  0.26
48 H -3.5512 1.9814 -6.1091  0.27
49 C 4.6576 0.2214 3.4262  -0.69
50 O 5.0564 1.2900 2.5679  -0.41
51 C 4.5798 2.5448 3.0290  -0.84
52 C 3.3448 2.9736 2.2253  -0.25
53 N 2.5540 3.9583 3.0027  -0.39
54 C 1.6639 4.7178 2.1014  -0.20
55 C 0.6855 3.8304 1.3194  -0.30
56 O -0.3376 4.5021 0.6270  -0.44
57 C 0.1456 5.2072 -0.4877  -0.74
58 H 4.7520 -0.7058 2.8689  0.22
59 H 3.6566 0.3940 3.8220  0.34
60 H 5.3588 0.1918 4.2648  0.33
61 H 5.3610 3.3106 3.0494  0.38
62 H 4.3982 2.4589 4.1098  0.37
63 H 2.8138 2.0540 1.9723  0.29
64 H 3.7755 3.3682 1.3038  0.24
65 H 1.9473 3.3759 3.5769  0.31
66 H 2.3215 5.2023 1.3750  -0.08
67 H 1.1404 5.4946 2.6578  0.30
68 H 0.1883 3.1795 2.0509  0.36
69 H 1.2157 3.1092 0.6873  0.29
70 H 0.8237 6.0277 -0.2352  0.40
71 H -0.7115 5.7079 -0.9459  0.19
72 H 0.5763 4.6448 -1.3242  0.32
73 C 3.0526 -5.0534 5.7635  -0.76
74 O 3.2486 -5.0804 4.3638  -0.34
75 C 3.0900 -3.7986 3.7759  -0.63
76 C 2.7505 -4.0285 2.2977  -0.74
77 N 1.3842 -4.5496 2.1981  -0.18
78 C 1.0324 -5.2811 0.9846  -1.08
79 C -0.4545 -5.5940 1.0799  0.13
80 O -0.9566 -6.2043 2.2580  -0.54
81 C -0.5517 -7.5708 2.4636  -0.63
82 H 3.0733 -6.0494 6.1958  0.26
83 H 2.1369 -4.5337 6.0618  0.32
84 H 3.8700 -4.4785 6.2184  0.32
85 H 4.0408 -3.2516 3.7688  0.41
86 H 2.3126 -3.2436 4.3049  0.36
87 H 3.5384 -4.6229 1.8328  0.36
88 H 2.7174 -3.0102 1.8976  0.37
89 H 1.2308 -5.1730 2.9832  0.27
90 H 1.5571 -6.2392 0.8527  0.37
91 H 1.2400 -4.6681 0.1071  0.49
92 H -0.7840 -6.1815 0.2116  0.40
93 H -1.0434 -4.6741 1.1304  0.00
94 H 0.4414 -7.5198 2.9087  0.29
95 H -0.6438 -8.1093 1.5176  0.31
96 H -1.2777 -7.9991 3.1516  0.17
97 C 3.0062 10.0205 0.0368  -0.70
98 O 2.7209 8.6308 0.0933  -0.30
99 C 3.6815 7.8322 -0.5189  -0.34
100 C 3.6887 7.9091 -2.0553  -0.80
101 N 2.3259 7.7224 -2.5397  -0.18
102 C 1.9691 8.3314 -3.8264  -0.75
103 C 0.5709 7.8759 -4.2976  -0.48
104 O -0.3762 8.3644 -3.3968  -0.33
105 C -1.6196 7.6662 -3.4598  -0.29
106 H 2.7837 10.3572 -0.9853  0.24
107 H 4.0578 10.2286 0.2369  0.32
108 H 2.2928 10.5341 0.6741  0.24
109 H 3.5818 6.7843 -0.2377  -0.01
110 H 4.7247 8.0343 -0.2417  0.45
111 H 4.3602 7.1492 -2.4610  0.39
112 H 4.0640 8.8826 -2.4061  0.39
113 H 1.6908 8.0522 -1.8234  0.24
114 H 2.6983 8.0181 -4.5713  0.47
115 H 1.9308 9.4120 -3.6513  0.35
116 H 0.5710 6.7897 -4.4053  0.30
117 H 0.5535 8.3965 -5.2637  0.34
118 H -2.0211 7.6662 -4.4766  0.33
119 H -2.3633 8.1717 -2.8513  0.26
120 H -1.3974 6.6561 -3.1165  -0.14

---

# 3
ORCA calculation (wB97M-V/def2-TZVPD) on C33H31IN9O4RbS4 as an isolated structure.

Total energy ... -108424.622 eV
HOMO level ... -0.0109 Ha
E_LUMO ... 0.1182 hartree
Energy relative to the best compared isomer or geometry (same formula, charge and spin) ... 8.5 kJ/mol
Maximum force ... 1.10 eV/Å
Total charge ... -2
Kohn-Sham gap ... 3.512 eV

Last column: Mulliken charge in e.
CARTESIAN COORDINATES (ANGSTROEM)
1 Rb -0.2539 0.2505 0.4319  1.36
2 O 2.7519 -3.4539 1.7087  -0.78
3 C 3.9067 -3.2983 1.0516  0.01
4 C 4.9593 -4.1778 1.3288  -0.65
5 C 6.1594 -4.0699 0.6516  -0.25
6 C 6.3388 -3.0828 -0.3138  -0.76
7 C 5.3025 -2.2016 -0.5809  -0.28
8 C 4.0841 -2.2862 0.0879  0.24
9 C 2.9486 -1.3434 -0.2086  0.22
10 O 1.8392 -1.5638 0.3623  -0.15
11 N 3.2477 -0.3830 -1.0729  -0.57
12 N 2.1857 0.4486 -1.3219  0.47
13 C 2.3579 1.3615 -2.1646  -0.27
14 S 1.0386 2.4923 -2.5348  0.04
15 C 1.8319 3.1281 -4.0272  -0.61
16 C 3.3176 3.2407 -3.7338  -0.55
17 S 3.8764 1.6488 -3.0650  -0.15
18 H 2.1619 -2.7124 1.3450  0.30
19 H 4.8042 -4.9422 2.0804  0.41
20 H 6.9624 -4.7647 0.8747  0.34
21 H 7.2766 -3.0041 -0.8508  0.37
22 H 5.4074 -1.4167 -1.3182  0.49
23 H 1.3836 4.0960 -4.2573  0.34
24 H 1.6533 2.4386 -4.8532  0.25
25 H 3.5015 4.0205 -2.9941  0.26
26 H 3.8977 3.4451 -4.6352  0.35
27 N -2.3156 2.9002 3.2086  -0.29
28 C -2.9774 1.7133 3.2416  0.49
29 N -2.4923 0.5897 2.8311  0.10
30 C -3.3630 -0.4465 3.0740  -0.12
31 C -4.5363 -0.1144 3.6647  -0.57
32 S -4.5775 1.5883 3.9583  -0.36
33 C -2.9712 -1.8006 2.6534  -0.15
34 C -3.3706 -2.9612 3.2257  -0.50
35 S -2.6679 -4.3008 2.3915  -0.35
36 C -1.8570 -3.1706 1.3296  0.35
37 N -2.1033 -1.9311 1.5920  -0.02
38 N -1.1194 -3.6052 0.2621  -0.38
39 H -1.5252 2.9288 2.5717  -0.01
40 H -2.8585 3.7427 3.2706  0.29
41 H -5.3708 -0.7458 3.9201  0.45
42 H -4.0017 -3.1063 4.0865  0.48
43 H -0.5564 -4.4264 0.4076  0.31
44 H -0.6447 -2.8602 -0.2341  0.07
45 O -2.3692 0.5664 -1.4575  -0.46
46 C -2.9178 0.4193 -2.5921  -0.16
47 C -3.9670 1.2925 -3.0329  -0.72
48 C -4.6136 1.1405 -4.2380  -0.50
49 C -4.2609 0.1089 -5.1105  -0.83
50 C -3.2372 -0.7448 -4.7282  -0.56
51 C -2.5597 -0.6266 -3.5160  0.59
52 C -1.4614 -1.5578 -3.2122  -0.09
53 N -0.5123 -1.4338 -2.3089  0.59
54 C 0.3290 -2.5103 -2.4720  -0.42
55 C -0.1199 -3.3142 -3.4729  -1.18
56 N -1.2643 -2.7035 -3.9385  0.03
57 H -4.2559 2.0872 -2.3525  0.44
58 H -5.4085 1.8280 -4.5117  0.38
59 H -4.7645 -0.0202 -6.0601  0.35
60 H -2.9452 -1.5211 -5.4296  0.21
61 H 1.2142 -2.6156 -1.8633  0.42
62 H 0.2529 -4.2310 -3.8959  0.45
63 H -1.8581 -3.0466 -4.6685  0.16
64 N -2.0857 3.2242 -0.8441  0.22
65 C -1.1473 3.7234 -0.0280  0.31
66 O -0.5889 3.0695 0.8384  -0.42
67 C -0.8512 5.2050 -0.1519  -1.19
68 I -2.4150 6.2885 0.9110  -0.07
69 H -2.2003 2.1848 -0.9387  0.08
70 H -2.3699 3.7647 -1.6443  0.23
71 H -0.9744 5.6489 -1.1328  0.46
72 H 0.0278 5.5199 0.3911  0.44
73 C 1.4145 1.1504 6.0587  -0.29
74 C 1.3589 2.2032 5.1527  -0.55
75 C 1.1568 1.9467 3.7936  -0.45
76 C 0.9946 0.6492 3.2583  0.03
77 C 1.0638 -0.3807 4.2233  -0.37
78 C 1.2649 -0.1497 5.5855  -0.60
79 H 1.5732 1.3393 7.1173  0.30
80 H 1.4729 3.2266 5.5143  0.28
81 H 1.1212 2.8078 3.1210  0.17
82 H 0.9633 -1.4198 3.9018  0.21
83 H 1.3079 -0.9829 6.2881  0.29

---

# 4
ORCA calculation (wB97M-V/def2-TZVPD) on C49H36LaN2O4P2S2 as an isolated structure.

Total energy ... -103678.707 eV
HOMO level (spin up / spin down) ... -0.0876 / -0.1574 Ha
E_LUMO (spin up / spin down) ... 0.0673 / 0.0868 hartree
Energy relative to the best compared isomer or geometry (same formula, charge and spin) ... 129.9 kJ/mol
Maximum force ... 3.67 eV/Å
Total charge ... -1
Kohn-Sham gap (spin up / spin down) ... 4.213 / 6.646 eV

Last column: Mulliken charge in e.
CARTESIAN COORDINATES (ANGSTROEM)
1 La -1.3432 1.0662 -0.7342  1.25
2 C -0.6634 0.4558 3.9704  -0.91
3 C -0.5906 0.4804 2.6148  -0.63
4 N -1.4869 1.1392 1.8086  0.80
5 C -2.5153 1.8360 2.4301  -0.58
6 C -2.6546 1.8502 3.8417  1.43
7 C -1.7226 1.1513 4.6209  -1.35
8 C -3.7541 2.5647 4.4319  -0.89
9 C -4.6710 3.2061 3.6757  -0.92
10 C -4.5434 3.2191 2.2607  1.10
11 C -5.4540 3.8806 1.4421  -0.64
12 C -5.2732 3.9022 0.0789  -1.14
13 C -4.1533 3.2498 -0.4585  -0.21
14 N -3.2682 2.5967 0.2629  0.68
15 C -3.4412 2.5545 1.6397  -0.38
16 H 0.0811 -0.0982 4.5317  0.51
17 H 0.2162 -0.0335 2.1042  0.61
18 H -1.8189 1.1607 5.7011  0.32
19 H -3.8349 2.5722 5.5156  0.35
20 H -5.5077 3.7269 4.1329  0.36
21 H -6.3027 4.3802 1.9006  0.38
22 H -5.9683 4.4045 -0.5815  0.43
23 H -3.9765 3.2574 -1.5230  0.13
24 O -3.7413 -0.2434 0.3408  -0.44
25 C -3.5890 -1.3581 0.1441  0.62
26 C -3.3653 -2.6987 0.0904  0.53
27 C -4.4583 -3.6271 0.0727  -1.24
28 C -4.2001 -4.9657 0.0930  -0.38
29 C -2.8791 -5.4530 0.1051  -1.04
30 C -1.8205 -4.5514 0.0464  0.01
31 C -2.0074 -3.1811 0.0289  -0.16
32 P -0.6020 -2.0036 -0.1989  2.08
33 C 0.5047 -2.4541 1.2043  0.03
34 C 0.0015 -3.0387 2.3651  -1.05
35 C 0.8326 -3.2989 3.4486  -0.78
36 C 2.1800 -2.9730 3.3919  -0.89
37 C 2.6916 -2.3697 2.2494  -0.98
38 C 1.8580 -2.1069 1.1710  0.28
39 C 0.1929 -2.8477 -1.6411  0.72
40 C 1.2586 -3.7406 -1.5583  -0.22
41 C 1.7418 -4.3718 -2.7010  -0.63
42 C 1.1626 -4.1203 -3.9375  -0.66
43 C 0.0844 -3.2492 -4.0245  -0.66
44 C -0.3985 -2.6250 -2.8848  -0.82
45 H -5.4729 -3.2489 0.0449  0.51
46 H -5.0303 -5.6605 0.0905  0.39
47 H -2.6884 -6.5172 0.1269  0.42
48 H -0.8041 -4.9274 0.0015  0.43
49 H -1.0506 -3.2874 2.4301  0.40
50 H 0.4207 -3.7529 4.3421  0.41
51 H 2.8286 -3.1823 4.2347  0.39
52 H 3.7381 -2.0920 2.1955  0.56
53 H 2.2633 -1.6194 0.2963  0.23
54 H 1.7253 -3.9545 -0.6084  0.43
55 H 2.5718 -5.0647 -2.6171  0.39
56 H 1.5503 -4.5999 -4.8283  0.39
57 H -0.3880 -3.0446 -4.9782  0.47
58 H -1.2421 -1.9517 -2.9736  0.13
59 C 6.1270 0.9702 1.6482  -0.58
60 C 4.9455 0.8432 2.3681  -0.64
61 C 3.7256 0.8536 1.7038  -0.61
62 C 3.6665 1.0008 0.3161  0.32
63 C 4.8562 1.1279 -0.3976  -0.37
64 C 6.0789 1.1127 0.2664  -0.63
65 P 1.9965 1.0919 -0.4353  1.26
66 C 2.3630 0.8043 -2.2146  -0.08
67 C 2.7694 -0.4716 -2.6035  0.28
68 C 2.9750 -0.7769 -3.9421  -0.63
69 C 2.7779 0.2006 -4.9128  -0.72
70 C 2.3768 1.4733 -4.5337  -0.63
71 C 2.1667 1.7742 -3.1917  -0.83
72 C 1.5410 2.8546 -0.3699  0.07
73 C 2.4606 3.8927 -0.2113  -0.59
74 C 1.9988 5.1992 -0.1371  -0.71
75 C 0.6323 5.4500 -0.2500  -0.81
76 C -0.2573 4.4014 -0.4438  -0.20
77 C 0.1512 3.0568 -0.4788  0.10
78 H 7.0815 0.9606 2.1619  0.36
79 H 4.9735 0.7360 3.4465  0.44
80 H 2.8017 0.7566 2.2674  0.42
81 H 4.8272 1.2441 -1.4751  0.46
82 H 6.9963 1.2183 -0.3007  0.40
83 H 2.9199 -1.2479 -1.8572  0.15
84 H 3.2661 -1.7811 -4.2272  0.44
85 H 2.9219 -0.0374 -5.9617  0.33
86 H 2.2016 2.2356 -5.2843  0.38
87 H 1.8083 2.7560 -2.9105  0.40
88 H 3.5264 3.6925 -0.1487  0.39
89 H 2.6977 6.0158 0.0019  0.38
90 H 0.2665 6.4718 -0.1856  0.36
91 H -1.3116 4.6424 -0.5610  0.39
92 O -0.5562 0.3533 -2.7073  -0.37
93 S -1.9174 0.5122 -3.3568  1.28
94 O -2.8565 -0.1002 -2.3597  -0.61
95 O -1.9755 -0.1014 -4.6570  -0.69
96 S -2.2455 2.4721 -3.2954  -0.46

---

Q: Look up the energy relative to the best compared isomer or geometry (same formula, charge and spin) of the second one.
A: 169.4 kJ/mol

---

Q: Number 3 is which compound?
A: C33H31IN9O4RbS4

---

Q: Look up the maximum force of the third one.
A: 1.10 eV/Å

---

Q: The highest maximum force belongs to which entry?
A: C2H3N2O2S